A structure of composition C42H110F6HgN11O14S2. Source: the Open Molecules 2025 dataset; level of theory: ωB97M-V with the def2-TZVPD basis set.

Each line ends with the Löwdin charge.
Atoms and positions in Å:
1 Hg 2.670 1.008 2.346  1.240
2 C 0.471 -1.748 -0.229  -0.688
3 F 1.450 -1.548 -1.084  0.141
4 F -0.603 -2.176 -0.807  0.187
5 F 0.881 -2.660 0.631  0.155
6 S 0.060 -0.144 0.718  0.659
7 O -1.216 0.347 0.245  -0.259
8 O 0.086 -0.596 2.086  -0.325
9 N 1.418 0.850 0.488  -0.371
10 S 1.068 1.673 -0.788  0.548
11 O 0.607 0.936 -1.937  -0.258
12 O 0.318 2.869 -0.497  -0.282
13 C 2.782 2.270 -1.352  -0.636
14 F 2.625 3.205 -2.275  0.165
15 F 3.455 2.843 -0.333  0.094
16 F 3.465 1.244 -1.857  0.147
17 C -3.710 5.195 2.045  -0.053
18 C -2.645 4.869 0.995  -0.428
19 C -1.681 6.030 0.813  -0.243
20 O -2.253 7.145 0.212  -0.179
21 C -1.342 8.181 -0.105  -0.088
22 N -1.928 3.675 1.423  0.063
23 H -4.515 4.459 2.038  0.064
24 H -4.170 6.143 1.748  0.081
25 H -3.274 5.282 3.039  0.072
26 H -3.169 4.768 0.036  0.148
27 H -0.846 5.640 0.200  0.115
28 H -1.203 6.343 1.760  0.127
29 H -1.985 8.959 -0.512  0.093
30 H -0.627 7.864 -0.869  0.085
31 H -0.876 8.528 0.822  0.090
32 H -1.183 3.533 0.732  0.027
33 H -2.460 2.829 1.219  0.063
34 C 7.102 6.899 -0.704  -0.063
35 C 5.929 6.247 0.011  -0.439
36 C 4.626 6.932 -0.340  -0.191
37 O 3.580 6.203 0.316  -0.232
38 C 2.295 6.729 0.070  -0.102
39 N 5.895 4.824 -0.373  0.046
40 H 7.250 7.940 -0.408  0.082
41 H 6.936 6.955 -1.784  0.082
42 H 8.022 6.340 -0.548  0.080
43 H 6.033 6.335 1.097  0.138
44 H 4.432 6.899 -1.419  0.135
45 H 4.596 7.970 0.005  0.133
46 H 2.250 7.791 0.323  0.094
47 H 1.556 6.218 0.694  0.068
48 H 1.984 6.487 -0.952  0.095
49 H 4.992 4.500 -0.035  0.009
50 H 5.820 4.814 -1.389  0.081
51 C 5.664 -1.245 -0.140  -0.029
52 C 4.469 -0.818 0.694  -0.416
53 C 4.059 -1.807 1.790  -0.141
54 O 3.027 -1.203 2.587  -0.339
55 C 2.433 -2.130 3.504  -0.056
56 N 4.716 0.512 1.300  0.025
57 H 6.459 -1.611 0.524  0.092
58 H 6.076 -0.419 -0.717  0.091
59 H 5.476 -2.113 -0.771  0.086
60 H 3.651 -0.745 -0.025  0.111
61 H 4.906 -2.076 2.427  0.144
62 H 3.597 -2.661 1.291  0.139
63 H 1.533 -1.656 3.890  0.084
64 H 3.122 -2.394 4.307  0.102
65 H 2.108 -3.044 3.005  0.100
66 H 5.080 1.147 0.586  0.091
67 H 5.582 0.431 1.845  0.119
68 C -4.431 -1.802 -0.408  -0.052
69 C -5.376 -2.257 0.723  -0.407
70 C -6.168 -1.062 1.248  -0.190
71 O -5.307 -0.095 1.843  -0.197
72 C -5.080 1.062 1.065  -0.102
73 N -6.304 -3.245 0.124  0.035
74 H -3.590 -1.242 0.012  0.062
75 H -4.919 -1.185 -1.164  0.093
76 H -3.972 -2.670 -0.886  0.053
77 H -4.758 -2.757 1.467  0.102
78 H -6.713 -1.442 2.119  0.130
79 H -6.842 -0.639 0.502  0.129
80 H -6.056 1.411 0.705  0.092
81 H -4.444 0.889 0.191  0.079
82 H -4.680 1.860 1.690  0.070
83 H -7.254 -2.976 0.367  0.069
84 H -6.260 -3.170 -0.886  0.070
85 C -0.229 3.832 -4.137  -0.068
86 C -0.647 4.331 -5.541  -0.424
87 C 0.286 3.817 -6.630  -0.215
88 O 1.606 4.199 -6.282  -0.199
89 C 2.559 3.881 -7.266  -0.117
90 N -2.021 3.917 -5.810  0.035
91 H 0.302 2.876 -4.187  0.069
92 H -1.075 3.673 -3.464  0.076
93 H 0.386 4.530 -3.567  0.066
94 H -0.507 5.386 -5.297  0.136
95 H -0.011 4.253 -7.590  0.125
96 H 0.275 2.719 -6.673  0.130
97 H 2.701 2.790 -7.282  0.087
98 H 3.524 4.311 -7.008  0.085
99 H 2.250 4.198 -8.267  0.087
100 H -2.340 4.216 -6.725  0.068
101 H -2.070 2.904 -5.814  0.073
102 C -2.451 -6.219 -3.806  -0.073
103 C -1.836 -4.855 -3.476  -0.429
104 C -2.922 -3.792 -3.718  -0.192
105 O -2.558 -2.498 -3.217  -0.206
106 C -1.463 -1.987 -3.954  -0.110
107 N -1.429 -4.906 -2.061  0.059
108 H -3.337 -6.498 -3.235  0.070
109 H -1.720 -6.976 -3.506  0.077
110 H -2.629 -6.340 -4.875  0.077
111 H -0.977 -4.733 -4.134  0.122
112 H -3.828 -3.989 -3.138  0.117
113 H -3.231 -3.792 -4.771  0.126
114 H -0.554 -2.564 -3.743  0.070
115 H -1.167 -0.987 -3.632  0.084
116 H -1.667 -1.991 -5.027  0.094
117 H -1.373 -3.925 -1.795  0.029
118 H -2.241 -5.198 -1.503  0.021
119 C -2.734 -1.511 3.670  -0.055
120 C -2.943 -0.349 4.668  -0.377
121 C -2.691 -0.795 6.107  -0.219
122 O -3.603 -1.807 6.451  -0.185
123 C -3.629 -2.127 7.819  -0.110
124 N -1.879 0.623 4.306  0.035
125 H -2.808 -1.128 2.654  0.062
126 H -3.500 -2.280 3.799  0.079
127 H -1.781 -1.995 3.889  0.080
128 H -3.954 0.030 4.514  0.141
129 H -2.854 0.068 6.768  0.124
130 H -1.667 -1.165 6.234  0.126
131 H -4.441 -2.818 8.037  0.089
132 H -3.824 -1.209 8.383  0.087
133 H -2.721 -2.620 8.180  0.088
134 H -2.398 1.506 4.383  0.076
135 H -1.740 0.642 3.297  0.046
136 C -2.460 -4.781 1.498  -0.042
137 C -3.046 -5.927 0.688  -0.417
138 C -3.810 -6.913 1.603  -0.214
139 O -2.887 -7.832 2.151  -0.173
140 C -3.530 -8.720 3.047  -0.110
141 N -3.916 -5.386 -0.359  0.045
142 H -1.834 -4.053 0.986  0.064
143 H -1.859 -5.177 2.319  0.089
144 H -3.347 -4.284 1.903  0.060
145 H -2.247 -6.541 0.257  0.136
146 H -4.698 -7.326 1.114  0.125
147 H -4.213 -6.310 2.432  0.122
148 H -4.373 -8.260 3.564  0.085
149 H -2.850 -9.131 3.794  0.085
150 H -3.864 -9.605 2.492  0.088
151 H -4.479 -6.146 -0.728  0.083
152 H -4.546 -4.723 0.088  0.037
153 C -0.244 3.775 4.415  -0.031
154 C 0.767 3.118 3.473  -0.410
155 C 2.044 3.939 3.457  -0.164
156 O 3.045 3.248 2.688  -0.308
157 C 4.257 3.988 2.629  -0.079
158 N 1.031 1.714 3.905  0.034
159 H -1.061 3.082 4.610  0.059
160 H -0.582 4.713 3.981  0.081
161 H 0.231 3.948 5.386  0.090
162 H 0.435 3.101 2.430  0.115
163 H 2.348 4.124 4.494  0.140
164 H 1.878 4.898 2.965  0.137
165 H 4.908 3.710 1.804  0.069
166 H 4.799 3.820 3.568  0.103
167 H 4.123 5.069 2.593  0.092
168 H 0.094 1.329 4.095  0.047
169 H 1.309 1.809 4.890  0.112
170 C 3.552 -8.069 -4.416  -0.067
171 C 4.155 -6.711 -4.088  -0.463
172 C 3.228 -5.870 -3.241  -0.190
173 O 3.800 -4.555 -3.191  -0.202
174 C 2.966 -3.597 -2.590  -0.129
175 N 5.474 -6.860 -3.496  0.040
176 H 3.410 -8.754 -3.580  0.082
177 H 4.226 -8.538 -5.137  0.076
178 H 2.581 -7.968 -4.904  0.078
179 H 4.227 -6.199 -5.057  0.138
180 H 3.154 -6.221 -2.206  0.133
181 H 2.222 -5.771 -3.660  0.125
182 H 2.576 -3.953 -1.629  0.081
183 H 2.137 -3.341 -3.259  0.087
184 H 3.602 -2.728 -2.426  0.074
185 H 6.045 -7.516 -4.025  0.072
186 H 6.013 -6.014 -3.683  0.072

Results
Max |F| = 5.13 eV/Å
Total charge = +1
Lowest unoccupied orbital energy = -2.94 eV

A structure of composition C3H5ClS. Source: the Open Molecules 2025 dataset; level of theory: ωB97M-V with the def2-TZVPD basis set.

Each line ends with the Löwdin charge.
Atoms and positions in Å:
1 C -1.220 1.907 -0.261  -0.368
2 C 1.052 -0.298 -0.084  -1.081
3 C 0.250 -1.460 0.144  -0.203
4 S 0.492 1.376 -0.289  0.799
5 Cl 2.696 -0.187 0.407  0.584
6 H -1.553 2.988 -0.482  0.024
7 H -1.928 1.031 -0.057  0.002
8 H -0.052 -1.599 1.185  0.087
9 H 0.873 -2.360 -0.104  0.098
10 H -0.611 -1.399 -0.458  0.058

Results
Max |F| = 3.82 eV/Å
Total charge = 0
Lowest unoccupied orbital energy (alpha / beta) = 0.05 / 0.12 eV

A structure of composition C2H7N3OS. Source: the Open Molecules 2025 dataset; level of theory: ωB97M-V with the def2-TZVPD basis set.

Each line ends with the Löwdin charge.
Atoms and positions in Å:
1 C 2.494 -0.533 0.364  -0.057
2 C 0.453 0.803 -0.142  -0.487
3 H 3.027 0.030 1.205  0.098
4 H 2.640 -1.591 0.742  0.078
5 H 3.116 -0.454 -0.634  0.110
6 H 0.431 -2.003 -1.537  0.215
7 H -0.548 -1.788 0.124  -0.040
8 H -1.241 2.172 -0.067  0.172
9 H -2.776 -0.296 1.470  -0.063
10 N 1.050 -0.450 -0.048  -0.232
11 N 0.410 -1.669 -0.280  -0.076
12 N -1.016 1.059 -0.136  -0.337
13 O 1.077 1.927 -0.097  -0.042
14 S -2.128 -0.355 0.087  0.662

Results
Max |F| = 5.28 eV/Å
Total charge = 0
Lowest unoccupied orbital energy = 0.21 eV

An isolated molecule of C3H6N2OS. Source: the Open Molecules 2025 dataset; level of theory: ωB97M-V with the def2-TZVPD basis set.

Each line ends with the Löwdin charge.
Atoms and positions in Å:
1 C 1.060 -0.807 -0.041  -0.276
2 C 0.725 0.346 0.875  -0.119
3 C -2.040 0.117 -0.364  -0.707
4 H 2.794 -0.215 -0.639  0.081
5 H 0.644 -1.727 0.381  0.091
6 H 0.575 -0.682 -0.997  0.102
7 H 1.410 0.496 1.691  0.115
8 H -1.407 1.983 -0.630  0.127
9 H -2.810 0.390 -1.104  0.066
10 N -0.185 1.249 0.774  0.043
11 N -1.106 1.100 -0.262  -0.101
12 O 2.462 -0.944 -0.126  -0.047
13 S -2.123 -1.305 0.444  0.625

Results
Max |F| = 1.15 eV/Å
Total charge = 0
SMILES = OC/C=N\NC=S
Lowest unoccupied orbital energy = 0.49 eV

A cluster of 6 separate species, H12O5S2 in total. Source: the Open Molecules 2025 dataset; level of theory: ωB97M-V with the def2-TZVPD basis set.

Each line ends with the Löwdin charge.
Atoms and positions in Å:
1 S 2.444 -1.877 -0.880  0.275
2 S 0.610 -2.313 -0.006  0.283
3 H 3.028 -1.426 0.232  -0.207
4 H -0.118 -1.671 -0.937  -0.201
5 H -0.131 1.494 -2.179  0.063
6 H 0.339 0.490 -1.203  -0.016
7 O -0.190 0.552 -1.999  -0.070
8 H -2.080 3.832 2.842  0.022
9 H -2.437 2.515 2.196  0.028
10 O -2.279 3.456 1.988  -0.062
11 H 1.752 1.715 1.274  0.033
12 H 0.354 1.276 0.995  -0.026
13 O 1.067 1.784 0.621  -0.044
14 H -3.501 1.194 -1.300  0.054
15 H -2.020 0.804 -1.278  -0.003
16 O -2.714 1.198 -0.737  -0.058
17 H -1.921 0.272 1.012  0.021
18 H -0.688 -0.557 1.493  -0.027
19 O -1.162 0.267 1.604  -0.064

Results
Max |F| = 1.24 eV/Å
Total charge = 0
SMILES = SS.O.O.O.O.O
Lowest unoccupied orbital energy = 0.03 eV

An isolated molecule of C19H28BrNO2. Source: the Open Molecules 2025 dataset; level of theory: ωB97M-V with the def2-TZVPD basis set.

Each line ends with the Löwdin charge.
Atoms and positions in Å:
1 C -2.338 -2.646 1.415  0.066
2 H -3.048 -2.066 1.755  0.029
3 O -0.972 -1.973 1.561  0.024
4 C -0.770 -0.837 1.142  -0.296
5 C 0.460 -0.551 1.419  -0.012
6 C 0.897 0.784 1.305  -0.290
7 C 0.049 1.584 0.679  -0.427
8 C -1.140 1.341 -0.032  -0.078
9 C -1.677 0.087 0.299  -0.234
10 O -2.812 -0.420 -0.029  -0.066
11 C -3.730 0.665 -0.797  -0.183
12 H -3.184 0.954 -1.755  0.160
13 C -4.813 -0.585 -1.439  0.027
14 H -4.693 -0.584 -2.337  -0.021
15 C -6.111 0.395 -1.196  -0.096
16 C -5.840 1.133 0.341  -0.052
17 H -6.400 1.845 0.449  0.010
18 C -4.361 1.554 0.075  -0.185
19 H -3.692 1.881 0.868  0.124
20 H -4.329 2.578 -0.467  0.161
21 H -5.874 0.482 0.977  0.010
22 H -7.102 -0.123 -0.818  0.123
23 H -6.272 1.233 -1.826  0.072
24 H -4.913 -1.269 -0.561  0.127
25 H -1.711 2.190 -0.721  0.155
26 Br 0.791 3.490 0.059  0.534
27 C 2.338 1.108 1.699  -0.106
28 N 3.166 1.908 0.546  -0.013
29 H 3.712 2.412 0.998  -0.043
30 C 3.861 0.717 -0.157  -0.368
31 C 2.870 -0.084 -0.981  -0.117
32 C 3.587 -1.112 -2.035  -0.036
33 C 4.721 -1.849 -1.156  -0.190
34 C 5.628 -1.084 -0.466  -0.234
35 C 4.854 -0.128 0.532  -0.149
36 H 5.621 0.817 1.076  0.211
37 H 4.432 -0.680 1.111  -0.016
38 H 6.175 -0.314 -0.906  0.096
39 H 6.380 -1.496 0.114  0.098
40 H 5.128 -2.380 -1.791  0.012
41 H 4.292 -2.632 -0.294  0.195
42 H 2.782 -1.692 -2.166  0.066
43 H 3.992 -0.511 -2.646  0.035
44 H 2.053 0.246 -1.432  0.058
45 H 2.246 -0.758 -0.267  0.128
46 H 4.500 1.276 -1.014  0.176
47 H 2.299 2.033 2.427  0.133
48 H 2.919 0.323 2.307  0.131
49 H 1.046 -0.974 2.056  0.081
50 H -2.691 -2.714 0.310  0.129
51 H -2.326 -3.572 1.770  0.043

Results
Max |F| = 15.71 eV/Å
Total charge = 0
SMILES = COc1cc(CNC2CCCCC2)c(Br)cc1OC1CCCC1
Lowest unoccupied orbital energy = 0.58 eV